(1)
DFT (the ωB97M-V functional and the def2-TZVPD basis) results for a structure of composition C31H46KO6PS6.

Calculated values
Multiplicity   1
E_HOMO   -2.16 eV
Net charge   -2

Geometry (Å):
K -2.657 0.006 -2.001
C -2.480 -7.334 1.566
C -2.495 -6.262 0.509
C -1.538 -5.256 0.491
C -1.551 -4.272 -0.493
C -2.525 -4.285 -1.475
C -3.489 -5.286 -1.469
C -3.472 -6.261 -0.487
S -2.553 -3.028 -2.749
O -1.425 -2.161 -2.413
O -2.424 -3.758 -3.991
O -3.835 -2.344 -2.576
H -1.679 -7.163 2.286
H -2.326 -8.322 1.126
H -3.423 -7.366 2.116
H -0.766 -5.238 1.253
H -0.803 -3.490 -0.514
H -4.250 -5.294 -2.238
H -4.229 -7.038 -0.492
C 3.620 3.150 -3.515
S 4.678 2.659 -4.899
C 5.093 1.045 -4.380
C 4.222 -0.012 -4.347
S 2.567 -0.096 -4.726
S 4.982 -1.484 -3.724
C 6.574 -0.897 -3.419
S 7.820 -1.826 -2.821
S 6.721 0.762 -3.800
H 3.193 4.128 -3.739
H 4.198 3.206 -2.592
H 2.814 2.422 -3.422
O -1.616 0.195 0.270
P -0.429 0.394 1.157
C -0.137 2.218 1.241
C -0.641 2.963 -0.010
C 0.424 3.184 -1.067
C 1.591 3.963 -0.470
C 2.194 3.221 0.720
C 1.154 2.857 1.784
C 0.835 -0.865 0.703
C 2.011 -1.159 1.648
C 3.253 -0.324 1.371
C 3.686 -0.472 -0.085
C 2.557 -0.108 -1.041
C 1.276 -0.888 -0.767
C -0.855 -0.158 2.880
C -2.377 -0.167 3.102
C -2.935 1.181 3.544
C -2.239 1.660 4.814
C -0.730 1.771 4.615
C -0.122 0.471 4.083
H -0.911 2.410 1.992
H -0.976 3.951 0.332
H -1.522 2.481 -0.429
H -0.023 3.721 -1.905
H 0.772 2.227 -1.469
H 1.226 4.945 -0.143
H 2.364 4.148 -1.216
H 2.973 3.828 1.193
H 2.694 2.326 0.353
H 0.847 3.794 2.267
H 1.611 2.253 2.571
H 0.134 -1.705 0.824
H 2.274 -2.212 1.495
H 1.710 -1.074 2.694
H 4.057 -0.627 2.048
H 3.045 0.726 1.594
H 3.988 -1.510 -0.265
H 4.569 0.139 -0.289
H 2.843 -0.289 -2.076
H 2.361 0.965 -0.983
H 1.448 -1.936 -1.036
H 0.468 -0.568 -1.424
H -0.549 -1.209 2.848
H -2.592 -0.902 3.889
H -2.871 -0.508 2.193
H -4.011 1.093 3.712
H -2.818 1.916 2.742
H -2.442 0.940 5.617
H -2.647 2.619 5.143
H -0.246 2.021 5.563
H -0.512 2.602 3.942
H -0.156 -0.266 4.895
H 0.936 0.621 3.865
C -5.421 3.496 -3.499
O -4.735 2.475 -2.819
C -3.374 2.889 -2.255
O -3.118 4.053 -2.451
H -6.466 3.193 -3.617
H -5.004 3.684 -4.498
H -5.385 4.448 -2.958

Atomic forces in eV per Å
-0.4399 0.6617 -0.1808
0.0096 -0.0230 0.0120
0.0020 0.0078 0.0021
0.0023 0.0109 -0.0085
0.0032 -0.0180 0.0090
-0.0093 0.0393 0.0539
-0.0171 -0.0321 0.0164
-0.0100 0.0211 -0.0236
0.1086 -0.3152 0.0583
0.1593 -0.2771 -0.1715
-0.0602 0.0066 0.0041
-0.0317 -0.0789 -0.0127
0.0029 0.0063 0.0003
-0.0015 -0.0001 -0.0055
-0.0090 0.0099 -0.0059
-0.0032 -0.0119 0.0080
0.0022 0.0164 -0.0148
0.0011 0.0194 -0.0222
0.0005 -0.0093 0.0116
-0.0523 0.0225 0.0334
0.0323 0.0339 0.0718
0.0036 -0.0950 -0.0342
-0.0895 0.0292 0.0286
0.1680 -0.0029 -0.1056
0.0744 -0.0027 0.0103
-0.0472 0.0115 -0.0053
0.0096 -0.0163 0.0108
-0.0369 0.0335 -0.0239
0.0361 0.0025 -0.0365
0.0019 -0.0082 -0.0125
-0.0079 -0.0159 0.0123
0.0790 -0.1547 0.2111
0.0268 0.1239 0.1077
-0.0465 0.0883 0.0123
-0.0076 0.0000 0.0515
-0.0065 -0.0060 -0.0457
-0.0084 0.0187 0.0265
0.0356 -0.0256 0.0327
-0.0156 0.0307 -0.0913
0.0171 -0.0513 0.0203
-0.0756 -0.0488 0.0056
0.0184 0.0242 -0.0052
0.0289 -0.0320 -0.0191
-0.0681 0.0639 -0.0505
0.0783 0.0017 0.0115
0.0315 0.0094 0.0592
0.0330 -0.0181 -0.0077
-0.0285 0.0088 -0.0248
-0.0078 -0.0108 0.0354
0.0242 0.0173 0.0143
-0.0339 -0.0346 -0.0056
0.0130 -0.0118 0.0017
-0.0266 0.0018 -0.0069
-0.0035 -0.0139 -0.0048
-0.0016 0.0184 0.0089
0.0128 -0.0257 0.0158
-0.0135 0.0000 0.0063
0.0411 -0.0092 -0.0381
-0.0030 0.0023 -0.0006
-0.0166 -0.0320 0.0103
-0.0030 -0.0039 0.0195
0.0349 -0.0496 -0.0082
-0.0290 0.0249 -0.0659
0.0033 0.0057 -0.0024
-0.0149 0.0108 0.0384
0.0009 -0.0256 -0.0140
-0.0088 0.0584 0.0015
-0.0048 -0.0073 0.0135
-0.0071 0.0181 -0.0122
0.0342 -0.0062 -0.0009
-0.0154 -0.0118 0.0299
0.0159 0.0035 0.0148
-0.0103 0.0396 0.0092
0.0023 -0.0020 -0.0235
-0.0045 0.0015 0.0038
-0.0033 0.0037 -0.0035
0.0023 -0.0145 0.0121
0.0189 0.0084 -0.0074
-0.0015 -0.0056 0.0002
0.0102 0.0114 -0.0142
0.0036 -0.0030 -0.0021
-0.0101 0.0001 -0.0256
-0.0205 0.0047 0.0012
0.0308 0.0095 -0.0155
-0.1651 0.0002 -0.0731
0.3455 0.1531 0.1254
-0.1384 -0.1248 -0.1193
0.0255 -0.0093 0.0751
0.0085 -0.0274 0.0005
0.0242 -0.0022 0.0152
-0.0023 -0.0215 0.0174

Results of the Mulliken charge analysis, in e, for atoms 1 through 6: number 1, K, carries 0.985; number 2, C, carries -1.410; number 3, C, carries 0.931; number 4, C, carries -0.635; number 5, C, carries 0.099; number 6, C, carries -0.199



(2)
DFT (the ωB97M-V functional and the def2-TZVPD basis) results for a structure of composition C31H46N2O6P2Pt.

Calculated values
Multiplicity   5
E_HOMO (spin up / spin down)   -13.57 / -13.57 eV
Net charge   +2

Geometry (Å):
Pt -0.116 -1.188 -3.103
C -0.532 -2.377 0.923
C 0.829 -2.500 0.475
C 0.859 -1.244 2.389
C -0.493 -1.633 2.131
C 1.662 -1.709 1.336
C -1.656 -3.255 0.531
H -1.413 -3.874 -0.337
H -2.607 -2.754 0.342
H -1.842 -3.940 1.369
C -1.602 -1.350 3.054
H -2.525 -1.852 2.771
H -1.769 -0.269 3.045
H -1.373 -1.624 4.093
C 1.299 -0.478 3.568
H 1.595 -1.101 4.409
H 0.467 0.146 3.893
H 2.136 0.164 3.301
C 3.141 -1.829 1.414
H 3.389 -2.567 2.188
H 3.636 -0.911 1.730
H 3.628 -2.157 0.490
C 1.333 -3.667 -0.253
H 1.418 -4.385 0.571
H 2.325 -3.496 -0.666
H 0.652 -4.065 -1.005
C -1.242 -0.176 -4.654
C -1.132 -1.599 -4.762
C -0.198 -2.255 -5.745
C 1.274 -2.147 -5.301
C 1.638 -1.469 -4.019
C 1.430 0.013 -3.896
C 1.007 0.864 -5.082
C -0.472 0.840 -5.458
H -0.294 -1.819 -6.757
H 1.808 -1.525 -6.040
H -0.482 -3.305 -5.855
H -0.603 0.712 -6.549
H -2.230 0.193 -4.358
H -2.078 -2.130 -4.559
H -0.917 1.820 -5.220
H 1.239 1.926 -4.843
H 2.105 0.680 -3.339
H 1.660 0.679 -5.951
H 1.699 -3.162 -5.205
H 2.313 -1.992 -3.303
P -1.419 -0.141 -1.173
P 1.717 1.009 -0.719
C -0.914 1.556 -1.903
C 0.466 2.182 -1.453
H -1.713 2.189 -1.518
H -0.946 1.496 -3.003
H 0.990 2.657 -2.312
H 0.245 2.998 -0.733
C 2.157 1.641 0.929
H 2.817 0.894 1.399
H 1.215 1.713 1.514
H 2.660 2.625 0.877
C 3.314 1.223 -1.612
H 3.430 2.213 -2.064
H 3.408 0.459 -2.392
H 4.134 1.020 -0.919
C -2.757 0.135 0.050
H -2.435 -0.463 0.917
H -3.711 -0.270 -0.324
H -2.860 1.191 0.338
C -2.478 -1.367 -2.147
H -1.761 -2.101 -2.618
H -3.066 -0.877 -2.924
H -3.112 -1.999 -1.520
O -2.568 2.626 1.388
C -1.487 2.269 1.941
O -0.638 1.509 1.365
C -1.262 2.620 3.405
C 0.001 3.058 3.845
C 0.215 3.215 5.223
C -0.811 2.934 6.137
C -2.055 2.490 5.682
C -2.299 2.362 4.305
N -3.049 2.005 6.581
O -2.846 2.108 7.809
O -4.095 1.482 6.118
N 1.528 3.509 5.704
O 2.475 3.544 4.888
O 1.665 3.709 6.927
H 0.788 3.261 3.111
H -0.628 3.037 7.195
H -3.278 2.048 3.925

Atomic forces in eV per Å
-0.4186 1.2767 4.3111
0.7734 -0.3550 0.5323
-0.4451 0.4526 0.5864
-0.9807 0.4992 0.0031
0.5763 0.4077 0.3634
0.1740 -1.3616 -0.1638
-0.0241 -0.4142 -0.2352
-0.0684 0.1166 0.0890
0.1308 0.1504 0.1852
-0.0445 0.0169 -0.0983
-0.2699 -0.0046 0.2329
-0.0486 0.0130 -0.0173
-0.0916 0.0607 0.0945
0.0933 0.0233 -0.2282
-0.1776 0.3704 -0.2037
0.0697 -0.2394 0.0758
0.0765 0.1291 0.1408
0.0534 -0.0021 0.2241
0.3425 0.1709 -0.2235
-0.0463 -0.0078 -0.0645
-0.0898 0.0207 0.0843
-0.2570 0.0388 0.0938
0.1509 0.1158 -0.2097
0.2099 -0.5202 -0.3477
-0.0339 -0.1692 -0.0874
0.0812 -0.0175 0.0154
-1.3824 -0.8834 -1.7324
-1.5535 0.7671 -2.9264
0.0094 -0.0583 -0.3346
1.4236 -0.5543 -0.7315
0.7757 2.5132 0.2243
1.9096 -1.8103 -1.5637
0.3915 1.0607 -0.1915
-0.3256 0.1236 0.1151
-0.1415 -0.0674 0.4870
0.0924 -0.8501 -0.1893
0.1306 0.1190 0.0831
-0.0865 -0.2361 0.5063
0.3995 -0.1398 0.2925
0.6815 0.0666 -0.0860
0.1861 -0.3041 -0.2159
0.0123 -0.6919 0.0457
-0.9153 -1.2732 0.4481
-0.1870 -0.3669 0.2419
-0.0063 0.5142 -0.6299
-0.3060 0.5362 -0.6820
-0.4810 1.1207 1.1555
-0.0827 1.0475 0.2399
0.1015 0.1050 -0.0791
-0.6341 -0.1560 -0.2803
-0.0577 0.2465 -0.2232
-0.1704 0.1806 0.6148
-0.5071 -0.3678 0.3238
0.2902 -0.7074 -0.1452
-0.3198 -0.3244 0.4578
-0.0429 0.5478 -0.2014
0.5374 -0.0442 -0.3678
-0.1043 -0.4570 -0.1802
0.0797 -0.7930 -0.0957
-0.0674 -0.0379 0.1682
0.3024 0.2915 0.2618
-0.1241 0.2671 0.0987
0.1448 -0.6594 0.2479
-0.4403 0.5336 -0.1171
0.4333 0.1409 -0.0063
0.2507 -0.0416 0.1348
1.0163 0.0900 -0.6371
-1.1453 -0.4140 0.1442
-0.0333 -0.2804 0.0623
0.2754 0.4584 0.2179
1.4915 0.1115 1.1688
-1.8563 -0.0702 -1.3505
0.2117 0.2291 0.5262
0.4171 0.0691 -0.0129
-0.4237 -0.2134 0.2491
-1.8592 -0.7605 -1.0728
-0.0033 -0.0229 0.0405
1.3468 0.2254 -1.9370
0.1699 0.1110 0.1239
-2.8982 -1.0363 2.8324
0.0109 -0.0421 -2.4559
2.4182 1.1368 0.4951
2.8300 1.0025 1.6138
-1.8425 -0.1834 1.1839
-0.3248 -0.4332 -2.3898
-0.2246 -0.1229 0.5074
0.0290 -0.0745 0.0964
0.4426 0.0914 0.2736

Results of the Mulliken charge analysis, in e, for atoms 1 through 6: number 1, Pt, carries 0.474; number 2, C, carries 1.559; number 3, C, carries 0.883; number 4, C, carries 0.895; number 5, C, carries 0.844; number 6, C, carries 0.729



One value per record, in order, for energy relative to the best compared isomer or geometry (same formula, charge and spin): 11.3, 39.3 kcal/mol.